(1)
Density functional theory data (ωB97M-V with the def2-TZVPD basis set) for a 8-piece molecular cluster, C24H59BN12O9P overall at a distorted geometry.

Last column: Mulliken charge in e.
CARTESIAN COORDINATES (ANGSTROEM)
1 C 1.86 -0.79 1.48  -0.927
2 O 1.24 -1.15 0.20  -0.070
3 B 0.02 -0.53 0.20  0.021
4 O -0.09 0.73 -0.31  0.017
5 N -1.12 -1.29 0.75  0.079
6 P -1.01 -3.04 0.74  0.152
7 N -1.59 -3.68 -0.55  -0.665
8 C -2.23 -0.69 1.24  0.372
9 N -2.39 0.64 1.32  -0.347
10 C -3.59 0.82 1.85  -0.402
11 N -4.19 -0.33 2.09  -0.015
12 N -3.33 -1.30 1.72  0.167
13 H 1.52 -1.50 2.23  0.363
14 H 2.93 -0.84 1.33  0.281
15 H 1.56 0.20 1.79  0.299
16 H -0.77 0.76 -0.99  0.115
17 H 0.34 -3.30 0.97  0.034
18 H -1.73 -3.46 1.89  0.122
19 H -2.36 -4.30 -0.33  0.240
20 H -3.97 1.81 2.04  0.684
21 H -5.12 -0.50 2.48  0.192
22 H -3.56 -2.28 1.78  0.203
23 C 3.52 -4.28 0.74  -0.435
24 C 2.66 -5.46 1.11  0.698
25 O 1.50 -5.33 1.49  -0.687
26 N 3.22 -6.68 1.02  -0.170
27 C 4.57 -7.01 0.60  -0.533
28 H 2.94 -3.37 0.86  -0.345
29 H 4.40 -4.22 1.38  0.312
30 H 3.84 -4.35 -0.30  0.387
31 H 2.60 -7.43 1.28  0.247
32 H 4.53 -7.67 -0.27  0.300
33 H 5.08 -7.53 1.41  0.284
34 H 5.13 -6.12 0.36  0.011
35 C -4.35 4.57 5.30  -1.284
36 C -4.22 4.87 3.83  0.811
37 O -5.09 4.54 3.03  -0.684
38 N -3.11 5.52 3.41  -0.143
39 C -1.99 5.99 4.20  -0.803
40 H -5.28 4.05 5.48  0.304
41 H -3.53 3.94 5.64  0.345
42 H -4.35 5.50 5.88  0.379
43 H -3.10 5.69 2.42  0.213
44 H -1.89 7.07 4.10  0.277
45 H -1.06 5.53 3.85  0.281
46 H -2.12 5.75 5.25  0.315
47 C 9.14 -4.62 2.17  -1.413
48 C 8.07 -4.94 1.15  0.794
49 O 6.89 -5.01 1.45  -0.560
50 N 8.47 -5.15 -0.13  -0.145
51 C 9.82 -5.11 -0.67  -0.873
52 H 8.66 -4.48 3.13  0.280
53 H 9.85 -5.44 2.24  0.385
54 H 9.66 -3.70 1.90  0.401
55 H 7.72 -5.36 -0.76  0.204
56 H 9.89 -4.35 -1.45  0.292
57 H 10.08 -6.08 -1.11  0.291
58 H 10.54 -4.88 0.11  0.342
59 C -7.37 -1.99 0.48  -1.154
60 C -7.76 -2.11 1.94  0.857
61 O -6.93 -2.06 2.85  -0.720
62 N -9.06 -2.28 2.22  -0.179
63 C -10.18 -2.37 1.30  -0.809
64 H -6.29 -1.86 0.41  0.108
65 H -7.65 -2.89 -0.06  0.393
66 H -7.86 -1.13 0.02  0.370
67 H -9.25 -2.35 3.21  0.246
68 H -10.90 -1.57 1.52  0.290
69 H -10.69 -3.32 1.43  0.292
70 H -9.86 -2.28 0.27  0.314
71 C 2.30 5.99 -0.35  -1.081
72 C 1.70 5.06 0.68  0.713
73 O 1.74 5.29 1.88  -0.678
74 N 1.09 3.93 0.23  -0.033
75 C 0.93 3.48 -1.14  -0.903
76 H 2.74 6.84 0.17  0.314
77 H 3.08 5.48 -0.91  0.332
78 H 1.53 6.35 -1.03  0.373
79 H 0.71 3.36 0.96  0.158
80 H -0.14 3.39 -1.35  0.146
81 H 1.40 2.50 -1.25  0.280
82 H 1.37 4.18 -1.84  0.515
83 C -0.90 -0.15 -4.84  -1.084
84 C 0.48 0.36 -5.17  0.771
85 O 0.67 1.29 -5.93  -0.667
86 N 1.54 -0.22 -4.54  -0.119
87 C 1.53 -1.28 -3.55  -0.791
88 H -1.63 0.43 -5.40  0.302
89 H -1.00 -1.20 -5.11  0.418
90 H -1.11 -0.04 -3.77  0.132
91 H 2.42 0.17 -4.81  0.237
92 H 1.99 -0.89 -2.64  0.258
93 H 2.12 -2.13 -3.91  0.297
94 H 0.53 -1.63 -3.33  0.249
95 C -0.49 6.98 -4.49  -1.535
96 C -0.09 5.91 -3.50  0.963
97 O 0.44 6.18 -2.43  -0.625
98 N -0.33 4.62 -3.83  0.072
99 C -0.93 4.06 -5.04  -0.891
100 H -0.23 7.95 -4.08  0.332
101 H 0.04 6.84 -5.43  0.363
102 H -1.56 6.95 -4.68  0.372
103 H -0.03 3.97 -3.12  -0.122
104 H -1.81 3.49 -4.76  0.213
105 H -0.21 3.39 -5.51  0.293
106 H -1.21 4.84 -5.74  0.425

For the LUMO energy, the calculation gives -0.103 Eh. The total charge is +1. For the largest force on an atom, the calculation gives 0.0306 Eh/bohr. The value obtained for the HOMO-LUMO gap is 7.855 eV. The value obtained for the HOMO energy is -0.39133 Ha.


(2)
Density functional theory data (ωB97M-V with the def2-TZVPD basis set) for C24H60AsF12N5O11 as an isolated structure at a distorted geometry.

Last column: Mulliken charge in e.
CARTESIAN COORDINATES (ANGSTROEM)
1 C -1.24 -5.56 -4.96  -1.348
2 C -0.87 -7.04 -4.60  0.116
3 C -0.81 -7.99 -5.81  -0.683
4 O 0.02 -9.16 -5.62  -0.343
5 C 0.31 -9.83 -6.88  -0.777
6 N 0.52 -6.93 -3.97  -0.287
7 H 1.12 -6.84 -4.78  0.342
8 H 0.71 -6.17 -3.33  0.344
9 H 0.71 -7.82 -3.53  0.364
10 H -0.90 -5.16 -5.92  0.366
11 H -0.99 -4.90 -4.14  0.429
12 H -2.31 -5.50 -5.17  0.378
13 H -1.51 -7.50 -3.85  0.347
14 H -0.34 -7.35 -6.55  0.382
15 H -1.74 -8.35 -6.24  0.441
16 H 1.19 -10.44 -6.69  0.274
17 H 0.66 -9.19 -7.69  0.343
18 H -0.49 -10.45 -7.28  0.314
19 C -0.51 7.86 3.57  -1.352
20 C -0.12 7.25 4.94  0.146
21 C -0.41 8.19 6.12  -0.825
22 O -0.18 7.60 7.40  -0.346
23 C -0.41 8.40 8.51  -0.729
24 N -1.10 6.10 5.17  -0.268
25 H -1.03 5.87 6.15  0.341
26 H -2.07 6.29 4.96  0.353
27 H -0.72 5.28 4.71  0.349
28 H 0.28 8.56 3.32  0.381
29 H -1.49 8.34 3.64  0.399
30 H -0.54 7.10 2.79  0.437
31 H 0.92 6.94 5.03  0.353
32 H -1.42 8.59 6.00  0.412
33 H 0.20 9.06 5.87  0.462
34 H -0.03 7.93 9.41  0.247
35 H -1.48 8.62 8.62  0.317
36 H 0.08 9.37 8.38  0.322
37 C 0.42 -2.33 8.83  -1.319
38 C 0.53 -1.20 7.74  0.119
39 C 2.00 -0.84 7.37  -0.667
40 O 1.97 0.20 6.43  -0.327
41 C 3.24 0.78 5.95  -0.731
42 N -0.28 -1.61 6.48  -0.267
43 H -1.26 -1.45 6.64  0.351
44 H -0.10 -0.94 5.75  0.328
45 H 0.03 -2.52 6.17  0.354
46 H -0.52 -2.88 8.92  0.419
47 H 0.73 -1.75 9.69  0.356
48 H 1.13 -3.12 8.61  0.373
49 H -0.02 -0.32 8.07  0.330
50 H 2.43 -1.66 6.80  0.368
51 H 2.70 -0.61 8.18  0.448
52 H 3.10 1.39 5.06  0.269
53 H 3.88 -0.08 5.71  0.300
54 H 3.75 1.30 6.76  0.296
55 C 7.00 1.45 -2.12  -1.361
56 C 6.97 0.06 -2.54  0.147
57 C 7.10 -0.88 -1.32  -0.662
58 O 6.77 -2.21 -1.70  -0.350
59 C 6.74 -3.13 -0.62  -0.729
60 N 5.62 -0.28 -3.28  -0.329
61 H 5.57 -1.21 -3.67  0.328
62 H 4.87 0.01 -2.66  0.340
63 H 5.47 0.29 -4.10  0.377
64 H 7.90 1.72 -1.56  0.352
65 H 6.20 1.49 -1.39  0.423
66 H 6.71 2.22 -2.83  0.397
67 H 7.67 -0.15 -3.35  0.330
68 H 6.43 -0.74 -0.48  0.445
69 H 8.13 -0.91 -0.95  0.414
70 H 6.20 -4.02 -0.95  0.251
71 H 6.36 -2.74 0.32  0.313
72 H 7.76 -3.44 -0.37  0.311
73 N 0.72 0.32 0.08  1.108
74 O -0.01 0.66 0.97  -0.690
75 O 1.03 1.11 -0.77  -0.699
76 O 1.26 -0.71 0.11  -0.716
77 As -0.12 -8.52 3.48  1.978
78 F 0.42 -9.09 1.80  -0.526
79 F -1.61 -7.90 2.64  -0.489
80 F -0.87 -7.86 5.05  -0.526
81 F 1.39 -9.07 4.36  -0.496
82 F 0.57 -6.91 3.07  -0.486
83 F -0.85 -10.08 3.86  -0.455
84 C -7.34 0.87 0.63  -0.086
85 O -8.25 1.96 0.49  -0.297
86 O -7.02 1.08 1.94  -0.939
87 C -7.99 -0.50 0.10  0.809
88 F -8.44 -0.39 -1.14  -0.284
89 F -7.16 -1.55 0.10  -0.311
90 F -9.05 -0.96 0.79  -0.302
91 C -8.18 2.39 -0.93  -0.164
92 C -9.56 3.01 -1.34  -1.176
93 H -10.29 2.23 -1.54  0.258
94 H -9.94 3.68 -0.57  0.302
95 H -9.45 3.48 -2.32  0.374
96 H -8.09 1.64 -1.71  0.218
97 H -7.34 3.07 -1.08  0.348
98 H -6.45 1.10 0.05  0.249
99 C 1.19 4.73 -8.05  -0.210
100 O 0.07 3.84 -8.08  -0.280
101 O 2.24 3.82 -8.18  -0.931
102 C 0.92 5.74 -9.22  0.849
103 F 1.72 6.80 -8.96  -0.298
104 F 1.18 5.33 -10.51  -0.287
105 F -0.31 6.22 -9.27  -0.274
106 C -1.07 4.04 -7.30  -0.120
107 C -2.14 3.04 -7.71  -1.253
108 H -1.81 2.01 -7.61  0.268
109 H -3.04 2.99 -7.10  0.404
110 H -2.41 3.29 -8.74  0.286
111 H -1.42 5.07 -7.22  0.309
112 H -0.81 3.77 -6.27  0.268
113 H 1.10 5.19 -7.06  0.270

For the LUMO energy, the calculation gives -0.075 Eh. For the largest force on an atom, the calculation gives 0.1462 Eh/bohr. The value obtained for the HOMO-LUMO gap is 2.212 eV. The value obtained for the HOMO energy is -0.15639 Ha.


(3)
Density functional theory data (ωB97M-V with the def2-TZVPD basis set) for a 4-piece molecular cluster, C24H60BF4N3O3 overall at a distorted geometry.

Last column: Mulliken spin population.
CARTESIAN COORDINATES (ANGSTROEM)
1 C 0.59 2.96 -1.64  0.333
2 C -0.97 2.94 -1.40  0.565
3 N -1.59 4.29 -0.86  -0.769
4 C -1.17 5.49 -1.75  0.109
5 C -3.16 4.19 -0.79  0.160
6 C -3.61 3.31 0.45  0.002
7 C -0.90 4.55 0.55  -0.202
8 C -1.25 5.89 1.23  0.054
9 O -0.63 7.00 0.63  -0.016
10 C -1.00 8.28 1.17  0.016
11 H 0.89 2.10 -2.24  -0.436
12 H 1.25 2.95 -0.78  0.249
13 H 0.99 3.83 -2.17  0.040
14 H -1.33 2.12 -0.78  0.251
15 H -1.47 2.83 -2.36  -0.074
16 H -0.13 5.68 -1.51  0.079
17 H -1.78 6.38 -1.56  0.010
18 H -1.35 5.20 -2.78  -0.031
19 H -3.53 3.87 -1.77  -0.011
20 H -3.44 5.23 -0.65  0.046
21 H -3.18 3.49 1.43  0.015
22 H -3.50 2.27 0.16  0.028
23 H -4.69 3.43 0.60  -0.013
24 H 0.18 4.55 0.40  0.058
25 H -1.10 3.67 1.16  0.039
26 H -0.95 5.82 2.27  -0.002
27 H -2.33 6.05 1.22  0.034
28 H -0.61 9.04 0.50  0.001
29 H -0.53 8.37 2.15  0.000
30 H -2.07 8.45 1.25  0.001
31 C -4.94 -5.00 0.47  -0.007
32 C -4.17 -3.70 0.17  0.026
33 N -2.76 -3.94 -0.35  -0.210
34 C -2.88 -4.83 -1.63  0.152
35 C -2.13 -2.52 -0.64  -1.439
36 C -2.83 -1.77 -1.77  0.414
37 C -1.96 -4.68 0.79  0.019
38 C -0.42 -4.73 0.76  0.126
39 O -0.03 -5.23 -0.52  -0.307
40 C 1.23 -5.99 -0.41  0.310
41 H -5.19 -5.61 -0.40  -0.005
42 H -5.85 -4.82 1.04  -0.022
43 H -4.34 -5.55 1.19  0.004
44 H -4.10 -3.03 1.03  0.016
45 H -4.66 -3.03 -0.55  0.103
46 H -2.03 -4.63 -2.28  -0.068
47 H -3.77 -4.62 -2.22  0.001
48 H -3.08 -5.86 -1.33  0.063
49 H -1.11 -2.77 -0.91  0.615
50 H -2.19 -1.91 0.27  0.058
51 H -2.22 -0.92 -2.11  -0.051
52 H -3.75 -1.32 -1.41  0.049
53 H -2.95 -2.33 -2.70  -0.007
54 H -2.29 -5.71 0.93  0.037
55 H -2.27 -4.12 1.67  0.027
56 H -0.16 -5.34 1.62  0.037
57 H 0.00 -3.75 0.97  0.017
58 H 0.94 -7.03 -0.25  0.004
59 H 1.96 -5.64 0.32  -0.024
60 H 1.72 -5.91 -1.38  -0.011
61 C 6.13 -1.87 0.30  0.031
62 C 5.42 -0.73 -0.35  0.107
63 N 3.87 -0.76 -0.27  -0.989
64 C 3.35 0.56 -0.93  1.075
65 C 3.38 -2.01 -1.13  0.199
66 C 1.84 -2.31 -1.10  0.501
67 C 3.44 -0.98 1.27  0.236
68 C 4.18 -0.12 2.34  0.104
69 O 3.88 1.25 2.22  -0.055
70 C 2.52 1.82 2.50  0.014
71 H 6.28 -2.74 -0.34  -0.044
72 H 5.73 -2.21 1.25  0.026
73 H 7.11 -1.43 0.50  0.008
74 H 5.64 -0.42 -1.37  -0.029
75 H 5.63 0.24 0.10  0.073
76 H 3.91 1.31 -0.36  0.026
77 H 2.27 0.62 -0.77  -0.127
78 H 3.61 0.39 -1.97  -0.296
79 H 3.90 -2.86 -0.69  0.058
80 H 3.79 -1.88 -2.14  -0.113
81 H 1.17 -1.48 -1.31  0.104
82 H 1.50 -2.67 -0.13  0.332
83 H 1.59 -3.06 -1.85  -0.039
84 H 3.46 -2.04 1.52  0.080
85 H 2.37 -0.77 1.24  -0.150
86 H 5.26 -0.29 2.32  0.037
87 H 3.90 -0.50 3.32  -0.032
88 H 1.89 2.01 1.63  0.016
89 H 2.64 2.75 3.04  -0.013
90 H 1.95 1.16 3.15  0.012
91 B -0.62 0.26 1.13  -0.286
92 F 0.26 0.47 0.05  -0.267
93 F -1.87 0.35 0.63  0.008
94 F -0.43 -1.08 1.50  -0.029
95 F -0.35 1.07 2.21  -0.042

For the LUMO energy (alpha / beta), the calculation gives -0.053 / -0.054 Eh. The total charge is +1. For the largest force on an atom, the calculation gives 0.0533 Eh/bohr. The value obtained for the HOMO-LUMO gap (alpha / beta) is 2.032 / 10.772 eV. Its multiplicity is 2. The value obtained for the HOMO energy (alpha / beta) is -0.12796 / -0.44973 Ha.